Record 1
C20H20CrO5PS4 | ωB97M-V with the def2-TZVPD basis set

LUMO energy (alpha / beta), eV: -1.059 / 0.058
Kohn-Sham gap (alpha / beta), eV: 6.479 / 7.537
Spin multiplicity: 2
Max |F|, eV/Å: 0.7

Last column: Löwdin spin population.
Geometry (Å):
Cr -1.58 -0.04 0.80  1.166
O -6.32 -4.49 2.67  -0.003
C -5.53 -3.66 2.32  -0.001
S -4.82 -3.61 0.69  0.001
C -3.81 -2.20 0.96  -0.018
C -3.86 -1.62 2.18  -0.018
S -2.95 -0.20 2.59  -0.074
S -4.93 -2.35 3.36  0.001
S -2.81 -1.59 -0.31  -0.088
O -0.66 0.52 -0.94  0.015
C 0.27 1.63 -0.86  0.000
C 0.14 2.18 0.59  0.000
O 0.90 3.05 0.94  -0.001
O -0.80 1.66 1.32  -0.009
C 1.68 1.13 -1.09  0.000
C 2.72 2.05 -1.23  0.000
C 4.02 1.61 -1.41  0.000
C 4.30 0.25 -1.46  0.000
C 3.27 -0.67 -1.33  0.000
C 1.96 -0.23 -1.14  0.000
C -0.17 2.67 -1.88  0.000
C 0.04 2.39 -3.23  0.000
C -0.42 3.26 -4.21  0.000
C -1.08 4.42 -3.85  0.000
C -1.28 4.71 -2.50  0.000
C -0.83 3.83 -1.52  0.000
H -0.91 0.34 -1.86  0.000
H 2.50 3.10 -1.19  0.000
H 4.81 2.33 -1.52  0.000
H 5.31 -0.09 -1.61  0.000
H 3.48 -1.73 -1.38  0.000
H 1.16 -0.95 -1.03  0.000
H 0.60 1.50 -3.52  0.000
H -0.25 3.03 -5.25  0.000
H -1.44 5.10 -4.61  0.000
H -1.80 5.61 -2.22  0.000
H -0.99 4.08 -0.48  0.000
C 2.10 -1.75 2.73  -0.001
P 0.50 -2.27 2.12  0.006
C 0.75 -3.71 1.08  0.001
C -0.53 -2.75 3.50  0.000
O -0.13 -1.14 1.33  0.023
H 2.62 -2.58 3.21  0.000
H 1.97 -0.94 3.45  0.000
H 2.70 -1.37 1.90  0.000
H 1.20 -4.52 1.65  0.000
H 1.39 -3.45 0.24  0.000
H -0.22 -4.03 0.69  0.000
H -0.07 -3.55 4.07  0.000
H -1.50 -3.08 3.12  0.000
H -0.70 -1.88 4.14  -0.001

Record 2
C16H20F5N2O5ReSiTe | ωB97M-V with the def2-TZVPD basis set

LUMO energy (alpha / beta), eV: 1.632 / 1.629
Kohn-Sham gap (alpha / beta), eV: 6.278 / 6.275
Energy relative to the best compared isomer or geometry (same formula, charge and spin), eV: 0.737
Net charge: -1
Spin multiplicity: 2
Max |F|, eV/Å: 0.2

Last column: Löwdin spin population.
Geometry (Å):
Re -1.37 -0.04 -0.28  0.716
O 1.45 1.25 2.64  0.001
C 0.45 1.23 1.91  0.006
O -0.52 0.43 2.01  0.065
C 0.40 2.20 0.75  0.009
C 1.16 3.35 0.66  -0.001
C 1.05 4.15 -0.46  0.008
C 0.19 3.77 -1.49  -0.001
C -0.52 2.60 -1.35  0.009
N -0.41 1.85 -0.25  0.006
C -1.49 2.03 -2.37  0.004
O -1.71 2.62 -3.40  -0.001
O -2.05 0.93 -1.97  0.015
H 1.83 3.58 1.48  0.000
H 1.63 5.06 -0.55  0.001
H 0.07 4.35 -2.40  0.000
C 4.80 0.13 0.45  0.000
Si 3.48 -0.51 -0.70  0.000
C 2.97 -2.25 -0.29  0.000
C 3.97 -0.37 -2.49  0.000
H 5.70 -0.48 0.39  0.000
H 4.44 0.10 1.48  0.000
H 5.07 1.16 0.20  0.000
H 3.65 -2.95 -0.77  0.000
H 1.95 -2.44 -0.63  0.000
H 3.02 -2.44 0.78  0.000
H 4.86 -0.97 -2.71  0.000
H 4.20 0.66 -2.75  0.000
H 3.16 -0.72 -3.14  0.000
C -3.39 -1.63 -2.61  0.004
C -3.94 -1.43 -1.24  0.003
C -5.14 -1.86 -0.75  0.000
C -5.18 -1.51 0.64  0.000
C -4.00 -0.92 0.95  0.007
C -3.52 -0.43 2.27  0.009
N -3.22 -0.83 -0.21  0.007
H -4.01 -2.35 -3.14  0.000
H -2.37 -2.02 -2.58  0.002
H -3.36 -0.70 -3.18  0.000
H -5.89 -2.39 -1.31  0.000
H -5.99 -1.71 1.33  0.000
H -4.31 -0.59 3.01  0.001
H -3.28 0.64 2.26  0.004
H -2.62 -0.95 2.61  0.001
F 2.21 0.48 -0.53  0.000
Te 1.23 -1.45 3.01  0.003
F 1.18 -0.79 4.74  0.000
F 3.15 -1.13 3.17  0.001
F 1.77 -3.20 3.44  0.001
F -0.50 -2.16 3.49  0.000
O -0.29 -1.33 -0.10  0.120

Record 3
C18H40N2O3P2 | ωB97M-V with the def2-TZVPD basis set

LUMO energy, eV: -2.021
Kohn-Sham gap, eV: 1.497
Max |F|, eV/Å: 3.0

Last column: Mulliken charge in e.
Geometry (Å):
C -0.90 5.50 -5.29  -0.768
C -0.93 4.10 -4.95  -0.470
C 0.06 3.60 -3.87  -0.746
P 0.10 1.76 -3.64  0.970
C -1.29 0.83 -4.49  -0.575
N -2.25 0.32 -3.47  -0.711
O -0.09 1.47 -2.01  -0.286
C 1.18 1.52 -1.29  -0.910
C 1.60 0.06 -0.98  0.443
C 2.93 -0.09 -0.16  -0.359
C 3.84 1.18 -0.14  -1.125
P 2.00 1.07 -4.46  0.274
C 1.97 -0.77 -4.72  -1.124
O 2.00 1.69 -6.05  -0.536
H -0.39 5.82 -6.20  0.260
H -1.44 6.17 -4.59  0.280
H -1.67 3.48 -5.48  0.217
H -0.16 4.08 -2.89  0.459
H 1.07 3.92 -4.18  0.498
H -0.85 0.00 -5.07  0.320
H -1.88 1.43 -5.20  0.378
H -1.80 -0.39 -2.90  0.299
H -2.53 1.12 -2.92  0.306
H 0.95 2.03 -0.33  0.389
H 1.96 2.12 -1.79  0.424
H 0.76 -0.44 -0.46  0.186
H 1.74 -0.46 -1.95  -0.410
H 2.65 -0.45 0.85  0.238
H 3.51 -0.90 -0.65  0.324
H 4.07 1.53 -1.16  0.264
H 3.41 1.98 0.48  0.271
H 4.80 0.87 0.32  0.393
H 1.51 -1.03 -5.70  0.397
H 1.44 -1.34 -3.94  0.392
H 3.03 -1.09 -4.79  0.347
H 2.58 2.46 -6.08  0.366
C -1.48 0.31 2.86  -1.615
C -0.95 -0.56 4.01  1.468
C -2.14 -1.04 4.87  -1.390
C -3.02 -2.11 4.21  -0.632
C -2.26 -2.97 3.20  -1.383
C -0.74 -3.02 3.41  1.604
N -0.23 -1.66 3.38  0.939
O 1.12 -1.60 3.52  -0.900
C -0.17 -3.79 2.20  -1.896
C -0.41 -3.82 4.68  -1.658
C -0.11 0.35 4.92  -1.836
H -0.66 0.70 2.25  0.206
H -2.06 1.17 3.23  0.369
H -2.14 -0.25 2.19  0.346
H -1.75 -1.45 5.81  0.358
H -2.76 -0.19 5.16  0.550
H -3.45 -2.74 5.00  0.345
H -3.87 -1.63 3.72  0.339
H -2.68 -3.98 3.21  0.523
H -2.47 -2.59 2.20  0.327
H -0.33 -3.23 1.28  0.328
H -0.65 -4.76 2.10  0.384
H 0.91 -3.96 2.31  0.375
H -0.82 -4.83 4.62  0.386
H -0.82 -3.36 5.58  0.317
H 0.67 -3.91 4.82  0.354
H -0.73 1.17 5.31  0.400
H 0.72 0.80 4.38  0.325
H 0.29 -0.20 5.77  0.393

Record 4
C76H68Cl4N12O24 | ωB97M-V with the def2-TZVPD basis set

LUMO energy, eV: -1.114
Kohn-Sham gap, eV: 8.069
Energy relative to the best compared isomer or geometry (same formula, charge and spin), eV: 6.633
Max |F|, eV/Å: 4.6

Last column: Mulliken charge in e.
Geometry (Å):
Cl -0.13 -1.23 1.36  0.002
C -0.24 -0.51 -0.20  -0.527
C -0.53 1.08 0.10  0.147
Cl 0.94 1.93 0.82  0.173
H -1.04 -1.01 -0.74  0.217
H 0.63 -0.75 -0.82  0.223
H -1.48 1.12 0.62  0.169
H -0.79 1.60 -0.82  -0.336
Cl 0.44 -6.01 0.66  -0.246
C -1.17 -5.14 0.76  -0.188
C -2.23 -6.17 0.34  -0.195
Cl -2.37 -7.55 1.49  -0.178
H -1.04 -4.37 -0.01  0.049
H -1.22 -4.66 1.73  0.186
H -2.16 -6.53 -0.68  0.391
H -3.20 -5.68 0.26  0.156
C 3.79 -4.54 -0.09  -0.182
C 4.25 -4.50 1.27  -0.428
C 5.49 -3.94 1.50  -0.444
C 6.34 -3.62 0.39  -0.295
C 5.90 -3.75 -0.88  0.160
C 4.61 -4.22 -1.19  -0.801
N 7.71 -3.09 0.66  1.001
O 8.32 -2.51 -0.22  -0.618
O 8.19 -3.41 1.68  -0.602
H 2.73 -4.66 -0.24  0.314
H 3.65 -4.80 2.11  0.527
H 5.81 -3.74 2.51  0.424
H 6.42 -3.22 -1.66  0.446
H 4.23 -4.15 -2.19  0.491
C 5.78 8.16 -0.66  -0.456
C 5.15 7.06 -0.04  -0.537
C 4.14 6.40 -0.72  0.057
C 3.79 6.79 -2.01  -0.226
C 4.47 7.85 -2.58  -0.275
C 5.36 8.59 -1.89  -0.621
N 2.62 6.14 -2.71  0.961
O 1.88 5.51 -2.03  -0.415
O 2.50 6.33 -3.88  -0.637
H 6.61 8.63 -0.16  0.400
H 5.46 6.68 0.92  0.449
H 3.64 5.56 -0.26  0.460
H 4.27 8.28 -3.56  0.395
H 5.73 9.52 -2.28  0.418
C 6.02 -0.05 -1.95  -0.732
C 7.29 0.03 -2.49  -0.501
C 7.60 -0.76 -3.64  -0.551
C 6.63 -1.70 -3.98  0.248
C 5.35 -1.68 -3.43  -0.582
C 4.98 -0.84 -2.45  -0.171
N 6.82 -2.52 -5.21  0.893
O 6.25 -3.61 -5.21  -0.541
O 7.55 -2.09 -6.17  -0.590
H 5.86 0.75 -1.24  0.442
H 8.11 0.57 -2.04  0.424
H 8.46 -0.53 -4.24  0.504
H 4.51 -2.19 -3.89  0.462
H 3.96 -0.80 -2.09  0.725
C -1.64 3.38 -3.48  -0.486
C -1.70 2.48 -4.49  -0.920
C -0.68 1.60 -4.67  -0.322
C 0.42 1.68 -3.81  -0.416
C 0.52 2.70 -2.83  -0.400
C -0.48 3.61 -2.71  0.069
N 1.48 0.68 -3.88  1.002
O 2.11 0.45 -2.85  -0.395
O 1.55 -0.09 -4.84  -0.657
H -2.27 4.26 -3.49  0.440
H -2.44 2.48 -5.28  0.489
H -0.70 0.83 -5.42  0.671
H 1.34 2.93 -2.15  0.556
H -0.28 4.45 -2.05  0.377
C -3.26 -1.09 3.00  -0.592
C -3.87 -1.70 1.99  -0.294
C -4.49 -2.95 2.08  -0.357
C -4.51 -3.59 3.31  0.269
C -3.99 -2.91 4.43  -0.838
C -3.38 -1.69 4.30  -0.593
N -5.11 -5.00 3.36  1.013
O -5.05 -5.72 2.37  -0.552
O -5.60 -5.26 4.44  -0.610
H -2.76 -0.13 2.91  0.441
H -3.80 -1.07 1.12  0.741
H -5.08 -3.41 1.30  0.452
H -3.86 -3.40 5.39  0.409
H -2.98 -1.27 5.21  0.496
C 1.13 2.22 4.02  -0.149
C 0.50 1.07 4.44  -0.452
C 1.02 -0.20 4.40  -0.582
C 2.30 -0.34 3.86  -0.021
C 2.95 0.82 3.47  -0.198
C 2.38 2.10 3.52  -0.632
N 3.03 -1.58 3.96  1.010
O 4.18 -1.73 3.45  -0.563
O 2.62 -2.51 4.64  -0.592
H 0.76 3.23 3.92  0.474
H -0.53 0.98 4.75  0.284
H 0.46 -1.09 4.66  0.545
H 3.87 0.68 2.92  0.474
H 2.93 2.98 3.22  0.337
C -3.16 -3.34 -7.99  -0.700
C -3.84 -4.35 -7.25  -0.340
C -3.57 -4.55 -5.87  -0.424
C -2.77 -3.57 -5.23  0.030
C -2.26 -2.49 -5.92  -0.413
C -2.45 -2.36 -7.33  -0.488
N -2.50 -3.75 -3.74  1.073
O -1.69 -2.97 -3.18  -0.531
O -3.14 -4.64 -3.13  -0.537
H -3.29 -3.39 -9.07  0.385
H -4.60 -4.97 -7.71  0.432
H -4.25 -5.21 -5.35  0.415
H -1.63 -1.84 -5.32  0.697
H -1.86 -1.52 -7.67  0.431
C 2.59 -5.79 5.11  -0.228
C 3.38 -6.85 5.65  -0.741
C 3.21 -8.13 5.19  -0.452
C 2.06 -8.41 4.42  0.118
C 1.28 -7.38 3.94  -0.219
C 1.52 -6.08 4.30  -0.354
N 1.71 -9.81 4.05  0.903
O 0.52 -10.07 3.76  -0.545
O 2.62 -10.65 4.10  -0.562
H 2.80 -4.75 5.32  0.532
H 4.28 -6.66 6.22  0.358
H 3.78 -8.96 5.58  0.421
H 0.53 -7.48 3.17  0.361
H 0.88 -5.41 3.76  0.420
C -2.36 4.15 0.64  -0.274
C -2.91 4.89 -0.37  -0.905
C -2.40 6.20 -0.56  -0.375
C -1.28 6.57 0.15  -0.277
C -0.78 5.84 1.19  0.178
C -1.39 4.62 1.49  -0.656
N -0.51 7.81 -0.29  0.984
O -0.91 8.46 -1.18  -0.612
O 0.33 8.18 0.51  -0.574
H -2.85 3.23 0.91  0.568
H -3.83 4.61 -0.86  0.467
H -2.71 6.88 -1.34  0.466
H 0.03 6.19 1.81  0.533
H -0.98 3.99 2.26  0.396
C -6.86 -2.56 -5.91  -0.377
C -5.90 -1.60 -5.61  -0.724
C -5.39 -1.61 -4.29  -0.087
C -5.82 -2.57 -3.32  -0.119
C -6.82 -3.56 -3.73  -0.312
C -7.29 -3.54 -5.06  -0.693
N -5.27 -2.55 -1.93  1.076
O -4.32 -1.82 -1.64  -0.362
O -5.87 -3.21 -1.07  -0.624
H -7.18 -2.65 -6.94  0.388
H -5.52 -0.89 -6.33  0.453
H -4.76 -0.81 -3.92  0.526
H -7.15 -4.39 -3.13  0.452
H -8.07 -4.21 -5.41  0.425
C 3.29 10.24 3.84  -0.494
C 2.92 9.70 2.57  -0.874
C 2.87 8.31 2.39  0.365
C 3.28 7.46 3.44  -0.334
C 3.70 8.02 4.65  -0.340
C 3.70 9.40 4.86  -0.552
N 3.24 5.96 3.36  1.013
O 3.51 5.33 4.37  -0.609
O 2.83 5.42 2.34  -0.395
H 2.93 11.25 3.92  0.341
H 2.59 10.33 1.76  0.459
H 2.45 7.93 1.46  0.657
H 4.04 7.48 5.52  0.438
H 3.97 9.78 5.83  0.383
C -8.80 0.33 4.06  -0.506
C -8.90 -0.60 3.02  -0.533
C -7.99 -0.59 1.99  -0.350
C -7.01 0.43 2.04  0.195
C -7.02 1.44 3.00  -0.373
C -7.89 1.36 4.04  -0.513
N -6.03 0.51 0.94  0.968
O -5.35 1.53 0.92  -0.608
O -5.91 -0.38 0.09  -0.417
H -9.56 0.30 4.82  0.381
H -9.72 -1.31 3.06  0.408
H -8.09 -1.28 1.16  0.495
H -6.43 2.33 2.84  0.460
H -7.71 2.15 4.75  0.382